The following is a quantum chemistry calculation of 2 unconnected molecules or ions with the total composition C4H9NO, from the Open Molecules 2025 dataset.

Each line ends with the natural charge from an NBO analysis.
Geometry (Å):
C: -1.64540 -0.85522 -1.00655  -0.6709
C: -0.72297 -0.81378 0.16704  -0.0062
N: -1.20828 1.37395 0.50001  -0.5538
C: -0.04737 1.59709 0.21541  0.2112
O: 0.77213 0.40123 -0.13755  -0.5349
C: 1.99788 0.23037 0.57175  -0.2717
H: -1.14439 -0.47498 -1.89911  0.2308
H: -1.90619 -1.90187 -1.21036  0.2170
H: -2.55052 -0.26893 -0.84268  0.2418
H: 0.08296 -1.54858 0.11944  0.1708
H: -1.18636 -0.76912 1.14126  0.2200
H: 0.59594 2.47598 0.13660  0.1650
H: 2.70937 1.01657 0.29827  0.1977
H: 2.41603 -0.74193 0.29140  0.1996
H: 1.83718 0.27922 1.65507  0.1836

Summary:
HOMO level = -7.93 eV
gap between HOMO and LUMO = 8.56 eV
F_max = 0.0142 Eh/bohr
energy above the lowest of the compared OMol25 structures with the same formula, charge and spin = 532.0 kJ/mol
total charge = 0

The following is a quantum chemistry calculation of a molecular structure, C34H32N6O2Sc, from the Open Molecules 2025 dataset.

Each line ends with the Löwdin charge.
Geometry (Å):
Sc: -0.15204 0.32722 0.62079  1.0299
O: -1.50671 0.05255 2.03565  -0.1905
C: -2.52929 0.59955 2.64681  -0.3243
C: -2.98337 0.11427 3.88046  -0.0094
C: -4.06045 0.71228 4.50339  -0.0633
C: -4.73438 1.79126 3.92619  -0.0828
C: -4.31402 2.25692 2.70039  -0.0350
C: -3.21656 1.67606 2.04926  -0.1382
C: -2.84243 2.18898 0.75172  -0.0651
N: -1.85149 1.81942 0.02148  -0.0179
C: -1.70630 2.52568 -1.26045  -0.1752
C: -0.83043 1.67540 -2.16408  -0.1985
N: 0.34292 1.37716 -1.36637  -0.0356
C: 1.46035 1.92164 -1.64994  -0.0706
C: 2.59981 1.94713 -0.74388  -0.1653
C: 3.88543 2.16584 -1.25400  -0.0412
C: 4.97385 2.26335 -0.41288  -0.0833
C: 4.76900 2.19672 0.96786  -0.0642
C: 3.50698 2.02052 1.50033  -0.0111
C: 2.40008 1.87116 0.65348  -0.3472
O: 1.20107 1.64717 1.15556  -0.1582
H: -2.48047 -0.73642 4.32168  0.1146
H: -4.39279 0.33131 5.46110  0.1103
H: -5.57495 2.24686 4.42915  0.1047
H: -4.82780 3.08370 2.22334  0.1153
H: -3.49672 2.97995 0.37086  0.1374
H: -1.21198 3.48444 -1.08088  0.1332
H: -2.68048 2.72373 -1.71462  0.1250
H: -0.58519 2.19635 -3.09498  0.1276
H: -1.32367 0.73506 -2.41246  0.0878
H: 1.57135 2.45465 -2.60003  0.1452
H: 4.01662 2.25332 -2.32701  0.1179
H: 5.96618 2.41519 -0.81291  0.1039
H: 5.61416 2.29790 1.63745  0.1101
H: 3.34242 1.98495 2.56941  0.1232
C: 0.87395 -2.78849 0.15419  -0.1030
N: 1.54645 -1.50274 -0.11832  -0.1526
C: 2.72994 -1.38591 0.75295  -0.1234
C: 2.38221 -1.23670 2.20560  -0.2662
C: 3.30542 -1.55096 3.19339  -0.0013
C: 2.96904 -1.31074 4.51349  -0.0390
C: 1.72391 -0.77474 4.80404  -0.0295
C: 0.85792 -0.51191 3.75828  -0.0819
N: 1.17951 -0.74230 2.48424  0.0708
C: 2.09511 -1.50471 -1.51166  -0.0990
C: 1.17201 -1.98565 -2.60581  -0.2704
C: 1.46302 -3.17202 -3.26773  -0.0176
C: 0.62737 -3.60173 -4.28844  -0.0468
C: -0.46911 -2.82617 -4.61526  -0.0471
C: -0.66986 -1.64708 -3.90971  -0.1227
N: 0.12526 -1.22695 -2.93316  0.1225
C: -0.57226 -2.78515 -0.27012  -0.2449
C: -1.21214 -3.94957 -0.67225  0.0019
C: -2.54965 -3.89133 -1.01622  -0.0312
C: -3.21737 -2.67689 -0.93342  -0.0305
C: -2.50888 -1.56934 -0.51487  -0.1004
N: -1.20946 -1.61755 -0.20574  0.0526
H: 0.90978 -2.97498 1.22861  0.1374
H: 1.40676 -3.61345 -0.33371  0.1373
H: 3.29507 -0.50902 0.42709  0.1248
H: 3.38902 -2.25452 0.61569  0.1400
H: 4.26717 -1.96617 2.92269  0.1228
H: 3.66933 -1.53995 5.30587  0.1163
H: 1.42268 -0.56765 5.82077  0.1133
H: -0.12963 -0.10464 3.92520  0.1012
H: 2.95923 -2.18164 -1.51842  0.1243
H: 2.47366 -0.50622 -1.72393  0.1127
H: 2.33272 -3.75106 -2.98483  0.1169
H: 0.83643 -4.52186 -4.81780  0.1147
H: -1.14904 -3.11291 -5.40514  0.1096
H: -1.51192 -1.00443 -4.14999  0.1101
H: -0.65916 -4.87797 -0.72298  0.1249
H: -3.06863 -4.78308 -1.34229  0.1183
H: -4.26492 -2.58759 -1.18209  0.1146
H: -2.98719 -0.60293 -0.41186  0.1113

Summary:
HOMO level = -10.36 eV
gap between HOMO and LUMO = 8.03 eV
F_max = 0.0096 Eh/bohr
energy above the lowest of the compared OMol25 structures with the same formula, charge and spin = 0.0 kJ/mol
total charge = +1

The following is a quantum chemistry calculation of 9 unconnected molecules or ions with the total composition C29H58O11 at a distorted geometry, from the Open Molecules 2025 dataset.

Each line ends with the Löwdin charge.
Geometry (Å):
C: 26.64300 43.82800 44.95200  -0.0558
C: 26.94000 42.45400 45.47500  -0.2206
O: 28.11900 42.50300 46.27500  -0.0457
C: 28.53400 41.40000 46.83800  -0.5588
C: 29.96200 41.48600 47.30600  0.0018
O: 27.96200 40.29700 46.79300  0.0605
H: 27.42100 44.13100 44.17100  0.0769
H: 26.71400 44.65100 45.87800  0.1239
H: 25.59500 43.87500 44.51000  0.0858
H: 26.24100 42.00000 46.12600  0.1131
H: 27.34300 41.69300 44.80200  0.1348
H: 30.28000 42.59600 47.49300  0.1035
H: 30.70400 40.82300 46.64900  0.1386
H: 30.02700 41.19800 48.34800  0.0651
C: 25.95400 47.21300 38.25100  -0.0497
C: 26.22700 45.76400 38.72800  -0.2549
O: 25.23600 45.50300 39.70800  -0.0255
C: 25.39800 44.45000 40.51500  -0.4981
C: 24.19900 44.45100 41.63800  0.0570
O: 26.25200 43.61600 40.44400  0.0952
H: 26.57500 47.52100 37.33500  0.0905
H: 26.13000 47.81300 39.13800  0.0580
H: 24.82400 47.04100 37.79800  0.1366
H: 26.25300 45.12400 37.89700  0.0870
H: 27.17100 45.78300 39.17200  0.0876
H: 24.42500 45.35700 42.53900  0.1350
H: 24.22100 43.35100 42.01400  0.1140
H: 23.44800 44.85500 41.21500  -0.0369
C: 24.38500 48.06200 42.86500  -0.0315
C: 25.62000 47.47700 43.44500  -0.4412
C: 26.94700 47.63200 42.61200  0.0126
O: 25.62800 46.86600 44.55100  0.0044
H: 24.08000 47.37900 41.90100  0.1390
H: 24.43100 49.08700 42.74500  0.0533
H: 23.59500 47.87000 43.60600  0.0886
H: 27.83000 47.12500 42.97900  0.0465
H: 27.19900 48.66300 42.33200  0.0937
H: 26.81400 46.94300 41.81100  0.0507
C: 30.36900 43.50500 36.48800  -0.0237
C: 28.97900 43.40000 37.07900  -0.3915
C: 28.61200 42.41900 38.20000  0.0071
O: 28.01300 44.15200 36.68800  -0.0128
H: 30.49500 44.43600 35.90700  0.0954
H: 30.53600 42.82200 35.85600  -0.0168
H: 31.30900 43.15000 37.20600  0.1546
H: 27.61600 42.49400 38.55000  0.0497
H: 29.42800 42.72900 39.09100  0.1412
H: 28.69300 41.48000 37.95100  0.0085
C: 30.42800 49.90200 42.61400  -0.0322
C: 31.94000 50.20900 42.59200  -0.3965
C: 32.78900 48.91900 42.31200  -0.0180
O: 32.42700 51.32600 42.91700  0.0089
H: 30.07300 48.96900 42.18800  0.0418
H: 29.87800 50.82200 42.18600  0.1132
H: 30.09100 49.87100 43.59600  0.0471
H: 33.83200 49.01800 42.71300  0.1013
H: 32.46600 48.74800 41.31700  0.0552
H: 32.46100 48.09600 42.86800  0.0283
C: 30.11000 46.75900 37.51300  -0.0157
C: 30.68700 47.87600 38.36400  -0.4220
C: 31.67900 48.82700 37.79200  -0.0146
O: 30.16100 47.95800 39.51500  0.0020
H: 30.06600 45.66700 37.97400  0.1181
H: 30.82600 46.86200 36.79200  0.0337
H: 29.14600 46.88500 37.18500  0.0450
H: 32.73500 48.37700 37.72500  0.1264
H: 31.71400 49.64300 38.37000  0.0260
H: 31.54700 49.19200 36.72000  0.1182
C: 29.10800 46.88800 45.87200  -0.0089
C: 29.40400 45.93700 47.08200  -0.3189
C: 28.22300 45.57000 48.01700  0.0095
O: 30.64400 45.56700 47.23900  -0.0183
H: 28.87400 47.93000 46.14400  0.1015
H: 28.30800 46.53700 45.21200  0.0558
H: 29.89700 46.83100 45.25600  -0.0033
H: 27.69400 46.45800 48.26100  0.0850
H: 28.68500 45.25800 48.89200  0.0626
H: 27.74000 44.81100 47.60300  -0.0011
C: 34.76100 43.77000 39.65300  -0.0293
C: 33.54900 44.68000 39.44900  -0.4036
C: 32.90200 45.25400 40.72000  -0.0200
O: 33.02400 44.97700 38.30700  -0.0116
H: 35.73600 44.05800 40.09600  0.0951
H: 34.89800 43.57700 38.55700  0.0878
H: 34.40800 42.83300 40.07400  0.0776
H: 32.20600 45.92700 40.49000  -0.0102
H: 33.64700 45.93000 41.36900  0.1416
H: 32.40800 44.38100 41.30600  0.1094
C: 30.40000 44.23600 43.87600  0.0088
C: 30.18400 45.24200 42.76900  -0.3649
C: 29.45700 44.80700 41.53200  -0.0138
O: 30.51300 46.51100 42.93000  -0.0269
H: 29.59200 43.85000 44.40000  0.0502
H: 30.88500 44.67700 44.64700  0.0410
H: 31.04200 43.47500 43.53800  0.0808
H: 29.47900 45.70900 40.78800  0.1171
H: 28.59800 44.54300 41.80500  -0.0301
H: 29.92400 43.86800 40.96100  0.1244

Summary:
structure (SMILES) = CCOC(C)=O.CCOC(C)=O.CC(C)=O.CC(C)=O.CC(C)=O.CC(C)=O.CC(C)=O.CC(C)=O.CC(C)=O
HOMO level = -9.18 eV
gap between HOMO and LUMO = 9.39 eV
F_max = 0.1924 Eh/bohr
energy above the lowest of the compared OMol25 structures with the same formula, charge and spin = 0.0 kJ/mol
total charge = 0

The following is a quantum chemistry calculation of a molecular structure, C10H6HgN2O5 at a distorted geometry, from the Open Molecules 2025 dataset.

Each line ends with the natural charge from an NBO analysis.
Geometry (Å):
O: -5.27555 2.41543 -5.00148  -0.4442
C: -4.49362 2.05746 -4.26017  0.4477
Hg: -1.15455 0.52862 -1.09314  1.3097
O: -2.97414 2.81478 1.24963  -0.3787
C: -2.85691 2.44953 0.18519  0.4700
C: -0.75754 -0.80032 -3.61522  0.4709
O: 0.06098 -1.47491 -4.00592  -0.3808
C: -0.16118 2.84780 -2.45085  0.4716
O: 0.85888 3.35727 -2.50187  -0.3815
C: -3.44187 -1.19956 -0.97067  0.4757
O: -3.74374 -2.03613 -0.22546  -0.3883
N: 3.22057 -1.46885 3.05354  -0.7026
C: 2.29675 -1.05293 2.17675  0.2690
C: 2.01559 0.32894 2.12511  -0.2673
C: 1.06957 0.69182 1.20929  0.0454
N: 0.46684 -0.21359 0.44233  -0.6132
C: 0.73299 -1.51743 0.49927  0.0465
C: 1.66411 -2.01213 1.36278  -0.2694
H: 3.68974 -0.82109 3.64603  0.4203
H: 3.44776 -2.45121 3.11780  0.4215
H: 2.50605 1.06363 2.75904  0.2691
H: 0.76429 1.70433 1.06070  0.2193
H: 0.17416 -2.13411 -0.17111  0.2198
H: 1.89081 -3.07735 1.40840  0.2697

Summary:
HOMO level = -15.85 eV
gap between HOMO and LUMO = 5.18 eV
F_max = 0.0971 Eh/bohr
energy above the lowest of the compared OMol25 structures with the same formula, charge and spin = 75.2 kJ/mol
total charge = +2